Molecular formula: C4H8NO
Method: DFT, ωB97M-V with the def2-TZVPD basis set

Cartesian coordinates (Å):
C 0.97272 -0.17382 -0.14914
C 2.21636 0.11926 -0.16624
C -0.10975 -1.20063 -0.19064
C -1.15903 -0.09813 0.22086
N -0.30384 1.02762 -0.16862
O -2.42182 -0.10440 -0.31126
H 2.68177 1.04218 -0.31926
H 2.89637 -0.66644 -0.02804
H -0.36018 -1.75556 -1.06936
H 0.06226 -1.89271 0.63452
H -1.04832 0.07697 1.36995
H -0.14719 1.81220 0.65267
H -0.53767 1.46414 -0.98146
H -2.90318 -0.78328 0.18014

Its frontier orbital gap is 11.74 eV. Its total charge is +1. Its energy relative to the best compared isomer or geometry (same formula, charge and spin) is 2.425 eV. Its SMILES is C=C1C[C@H](O)[NH2+]1. The multiplicity is 1. The HOMO energy is -15.44 eV.

Löwdin population analysis, charges in e, atoms 1 to 6: C -0.098; C 0.137; C -0.024; C -0.390; N 0.166; O 0.072